Here is a 2-piece molecular cluster, C3H8NOSe overall in a non-equilibrium geometry from OMol25. Energies are from the ωB97M-V functional and the def2-TZVPD basis.

Cartesian coordinates (Å):
C -1.0975 -1.7622 0.8023
C -0.7449 -1.4331 2.2372
C 1.4238 2.4564 -1.8816
N -0.3106 -1.3708 -0.0887
O 1.3643 3.4788 -2.6805
Se 0.0640 1.6318 -1.2089
H -1.8778 -2.3950 0.3081
H 0.1249 -0.8196 2.2031
H -1.6170 -0.9567 2.6910
H -0.5058 -2.3863 2.9421
H 2.5486 2.1982 -1.6543
H 0.4865 -0.8230 0.2205
H -0.2264 -1.5505 -1.0756
H 0.3679 3.7321 -2.8149

## Properties
Net charge: +1
Total energy, Eh: -2650.21665
Energy above the lowest of the compared OMol25 structures with the same formula, charge and spin, kcal per mole: 36.6
Maximum force, eV/Å: 3.58